(1)
{"formula": "C9H19N8NiO3S2", "method": "ωB97M-V with the def2-TZVPD basis set", "multiplicity": 3, "s2": 2.0052, "relative_energy_ev": 0.5283, "homo_lumo_gap_ev": [9.24, 8.81], "molar_mass_da": 410.131, "total_charge": 1, "species": ["Ni", "C", "C", "N", "N", "C", "S", "N", "N", "H", "H", "H", "H", "H", "H", "C", "S", "O", "O", "O", "H", "H", "H", "C", "C", "C", "C", "N", "C", "N", "N", "N", "H", "H", "H", "H", "H", "H", "H", "H", "H", "H"], "positions_angstrom": [[0.58044, 1.19998, -1.64004], [-4.53506, 2.09774, -0.94173], [-3.48622, 2.71834, -1.78194], [-3.65509, 3.65195, -2.65504], [-2.41189, 3.88741, -3.17188], [-1.45871, 3.12218, -2.64553], [0.18128, 3.03356, -3.01253], [-2.14194, 2.36924, -1.73852], [-1.50567, 1.40893, -0.95204], [-5.49262, 2.53794, -1.20565], [-4.35013, 2.27975, 0.11833], [-4.58740, 1.02108, -1.10925], [-2.28949, 4.56800, -3.90481], [-1.80409, 0.47494, -1.23575], [-1.74112, 1.57001, 0.02212], [1.89579, -2.21270, -2.95768], [1.06216, -0.70896, -3.33300], [0.63299, -0.74465, -4.69140], [1.97499, 0.40291, -2.94944], [-0.07150, -0.58195, -2.33585], [2.70579, -2.31688, -3.67598], [1.18180, -3.02489, -3.07270], [2.28411, -2.15096, -1.94501], [-0.11731, -1.65695, 3.52417], [1.37674, -1.88721, 3.73400], [1.85721, -3.13146, 2.99276], [2.19937, -0.64875, 3.36701], [2.08140, -0.28834, 1.95253], [1.18619, 0.46917, 1.33182], [1.46645, 0.45910, 0.04564], [2.55695, -0.32849, -0.10278], [2.92655, -0.77433, 1.03171], [-0.68516, -2.50506, 3.90459], [-0.35644, -1.56667, 2.46042], [-0.46943, -0.76223, 4.04358], [1.55506, -2.02749, 4.80351], [1.68063, -3.04591, 1.91851], [1.31714, -4.00897, 3.34679], [2.92289, -3.30415, 3.14480], [3.25934, -0.81689, 3.54510], [1.87998, 0.21713, 3.94610], [0.39404, 1.00452, 1.82506]]}

=====

(2)
{"formula": "C32H59BaN4OP2S", "method": "ωB97M-V with the def2-TZVPD basis set", "relative_energy_ev": 0.0000, "homo_lumo_gap_ev": 5.68, "molar_mass_da": 747.194, "total_charge": 1, "species": ["C", "C", "C", "C", "C", "H", "H", "H", "N", "P", "P", "C", "H", "H", "C", "H", "C", "C", "C", "C", "C", "H", "H", "H", "C", "H", "H", "H", "C", "H", "H", "H", "C", "H", "H", "H", "C", "H", "H", "H", "C", "H", "H", "H", "C", "H", "H", "H", "C", "H", "H", "H", "C", "H", "H", "H", "C", "H", "H", "H", "C", "H", "H", "H", "C", "H", "H", "H", "Ba", "C", "O", "N", "C", "C", "C", "C", "C", "H", "H", "H", "H", "H", "H", "H", "H", "H", "C", "N", "C", "S", "N", "C", "H", "H", "H", "H", "H", "H", "H", "H"], "positions_angstrom": [[-0.56753, -3.00167, -0.52152], [1.69589, -2.60973, -0.03802], [-0.31024, -4.33677, -0.84259], [1.94999, -4.00213, -0.14347], [0.96523, -4.85827, -0.60227], [-1.12286, -4.94493, -1.23609], [2.95177, -4.35078, 0.10014], [1.16775, -5.91510, -0.76702], [0.40013, -2.14295, -0.16074], [-2.55855, -1.19045, 0.55602], [2.91878, -0.01265, -0.15949], [-2.02828, -2.48758, -0.64350], [-2.14981, -2.08179, -1.66440], [-2.72217, -3.34006, -0.55924], [2.80324, -1.72553, 0.20255], [3.66199, -2.19922, 0.68655], [3.52630, 0.19068, -1.95437], [4.05410, 0.66049, 1.21165], [-3.89056, -0.09019, -0.29211], [-3.05533, -2.18876, 2.08148], [3.12037, 1.59157, -2.44824], [3.48390, 2.38873, -1.78484], [3.55069, 1.76269, -3.44828], [2.02507, 1.68849, -2.52216], [5.04199, 0.00011, -2.03758], [5.59575, 0.78485, -1.50506], [5.35089, -0.98646, -1.66688], [5.33794, 0.06449, -3.09704], [2.82572, -0.87282, -2.81084], [3.12712, -0.75324, -3.86323], [3.10250, -1.88649, -2.49573], [1.73109, -0.78123, -2.75862], [4.33957, 2.15247, 0.95317], [3.41428, 2.74386, 0.86811], [4.91447, 2.54814, 1.80502], [4.94214, 2.31726, 0.04854], [3.29497, 0.51900, 2.54656], [2.38161, 1.13549, 2.58271], [3.02355, -0.52204, 2.76297], [3.95093, 0.87021, 3.35701], [5.36020, -0.13336, 1.28804], [5.93652, -0.10389, 0.35724], [5.98022, 0.31770, 2.07640], [5.19141, -1.17956, 1.56211], [-3.33178, -1.21359, 3.24610], [-3.75605, -1.78386, 4.08890], [-2.40363, -0.73059, 3.59661], [-4.04856, -0.42339, 2.98287], [-1.87586, -3.09194, 2.48383], [-1.60868, -3.80483, 1.69366], [-0.97974, -2.51109, 2.75890], [-2.17549, -3.67378, 3.37042], [-4.27874, -3.05761, 1.78198], [-4.40081, -3.77294, 2.60972], [-5.20479, -2.47534, 1.72409], [-4.16829, -3.64333, 0.85989], [-3.98161, -0.40192, -1.79213], [-4.29073, -1.43826, -1.98414], [-4.74160, 0.25671, -2.24062], [-3.03416, -0.20222, -2.31221], [-3.42928, 1.37668, -0.13067], [-2.53104, 1.60395, -0.72924], [-4.23063, 2.03666, -0.49219], [-3.23038, 1.65747, 0.91656], [-5.27063, -0.27894, 0.34547], [-5.67210, -1.28438, 0.16607], [-5.27864, -0.06422, 1.42235], [-5.96116, 0.43619, -0.12869], [-0.03958, 0.57119, 0.65979], [0.04117, -0.54500, 3.82573], [0.63619, -0.88578, 4.74323], [-0.51629, 0.67931, -1.97642], [-0.62350, 0.85501, -3.12810], [-0.76460, 1.12034, -4.59992], [0.31819, 0.32633, -5.33824], [-2.15333, 0.66181, -5.06627], [-0.60389, 2.62454, -4.84457], [1.32043, 0.57906, -4.96739], [0.15728, -0.75308, -5.20391], [0.29290, 0.54007, -6.41199], [-2.94789, 1.16646, -4.49897], [-2.29808, 0.89796, -6.12931], [-2.26734, -0.42507, -4.94313], [-0.70309, 2.85295, -5.91361], [-1.37673, 3.18913, -4.30525], [0.37988, 2.97731, -4.51111], [-1.96876, 2.64023, 4.77050], [-1.55554, 2.66332, 3.36463], [-0.40194, 3.27839, 2.93645], [-0.09444, 3.51199, 1.26347], [0.48616, 3.61878, 3.88519], [1.81067, 4.16335, 3.61272], [-1.21055, 2.14848, 5.39239], [-2.88887, 2.05224, 4.82729], [-2.18103, 3.64999, 5.15418], [-2.29929, 2.73193, 2.66683], [0.17135, 3.63168, 4.85283], [2.59747, 3.42514, 3.83418], [1.87525, 4.44872, 2.55442], [1.97940, 5.04917, 4.23387]]}

=====

(3)
{"formula": "C5H13N4", "method": "ωB97M-V with the def2-TZVPD basis set", "relative_energy_ev": 2.3797, "homo_lumo_gap_ev": 10.15, "smiles": "[H]/N=C(CC)\\[N+](=C\\N)NC", "molar_mass_da": 129.187, "total_charge": 1, "species": ["C", "C", "C", "C", "C", "N", "N", "N", "N", "H", "H", "H", "H", "H", "H", "H", "H", "H", "H", "H", "H", "H"], "positions_angstrom": [[-0.49839, 1.37640, -0.02763], [0.71386, -0.75299, -0.06364], [2.59686, 0.86266, 0.38914], [-2.27819, -1.55448, -0.46276], [1.88017, 0.03683, -0.66308], [-1.52763, 2.10245, 0.28381], [0.95246, -1.90823, 0.42876], [-0.54838, 0.00895, 0.01447], [-1.78599, -0.63657, 0.53915], [0.53006, 1.62265, -0.35704], [3.48010, 1.18765, -0.08364], [2.78093, 0.21603, 1.15665], [1.91874, 1.67312, 0.63307], [-1.59909, -2.32692, -0.61195], [-3.27183, -1.82973, -0.16627], [-2.27954, -1.04388, -1.38240], [2.64933, -0.64811, -1.02146], [1.52158, 0.53650, -1.56810], [-1.56843, 3.03760, 0.21966], [0.30333, -2.49080, 0.84953], [-2.35575, 1.64845, 0.49302], [-1.61422, -1.11759, 1.40074]]}

=====

(4)
{"formula": "C5H8O2", "method": "ωB97M-V with the def2-TZVPD basis set", "relative_energy_ev": 5.4342, "homo_lumo_gap_ev": [8.75, 8.02], "molar_mass_da": 100.117, "total_charge": 0, "species": ["O", "C", "C", "C", "C", "C", "O", "H", "H", "H", "H", "H", "H", "H", "H"], "positions_angstrom": [[1.53932, -0.84593, 1.20788], [1.43785, 0.25539, 0.41273], [2.25362, 0.58058, -0.58740], [-1.82278, 0.85912, 0.43426], [-1.69065, -0.65603, 0.38682], [-1.33227, -0.39001, -1.02513], [-1.55351, 0.90746, -0.93235], [2.31687, -1.35398, 0.93702], [0.56906, 0.85285, 0.69713], [2.06956, 1.48165, -1.16060], [3.11778, -0.02370, -0.85741], [-2.73276, 1.39592, 0.70835], [-0.91393, -1.16147, 0.96951], [-2.66333, -1.13691, 0.53742], [-0.59485, -0.76494, -1.72823]]}